32
Properties=species:S:1:pos:R:3:nbo_charge:R:1 method="wB97M-V/def2-TZVPD" s2=8.915 lumo_energy_ha="-0.3817 / -0.4051" spin_multiplicity=6 gap_ev="5.810 / 5.156" total_charge=+2
I -2.250 -0.088 -0.112 0.08
I 1.948 0.121 -1.457 0.32
Fe 0.242 -0.062 0.426 0.43
P 0.007 -2.447 -0.188 1.16
C -0.359 -3.347 1.358 -0.97
C -1.229 -3.034 -1.414 -0.96
H -0.993 -4.090 -1.637 0.28
H 1.375 -4.220 -1.127 0.29
H -1.161 -2.419 -2.323 0.27
H 1.895 -2.623 -1.737 0.25
H -1.320 -2.995 1.751 0.27
H -2.239 -2.926 -0.993 0.27
C 1.571 -3.180 -0.842 -0.96
H -0.444 -4.420 1.118 0.29
H 2.364 -3.123 -0.088 0.28
H 0.452 -3.165 2.076 0.28
P 0.138 2.364 -0.158 1.00
C -0.121 3.176 1.443 -0.97
C 1.549 3.318 -0.903 -0.95
H -1.268 2.342 -2.132 0.27
H -1.118 4.002 -1.470 0.28
H -2.183 2.804 -0.673 0.27
C -1.241 2.939 -1.212 -0.95
H 1.857 2.851 -1.855 0.25
H 1.247 4.345 -1.173 0.28
H -0.075 4.268 1.330 0.29
H 0.659 2.851 2.148 0.27
H 2.409 3.378 -0.216 0.27
H -1.105 2.886 1.832 0.26
C -0.957 0.520 2.428 0.46
O -1.205 0.561 3.554 -0.42
Br 1.555 -0.589 2.246 -0.20



9
Properties=species:S:1:pos:R:3:nbo_charge:R:1 method="wB97M-V/def2-TZVPD" lumo_energy_ha="0.1389 / 0.1564" gap_ev="5.890 / 7.065" total_charge=-1
C -0.041 0.148 0.414 -0.54
C -0.406 -0.497 -0.776 -0.04
N -3.017 -0.915 1.552 -0.95
N -1.525 -1.160 -0.897 -0.26
O -1.776 -1.813 -2.068 -0.70
S -2.963 -1.404 0.155 0.90
H 0.772 0.870 0.470 0.17
H 0.436 -0.585 -1.420 0.19
H -0.688 0.166 1.423 0.22



Here are the calculated DFT total energy numbers, same order: -148790.8791, -17981.4839 (eV).